Entry 1:
The following is a quantum chemistry calculation of a structure of composition C37H49F7N2O7PbS2Si5 at a distorted geometry, from OMol25.

The geometry in ORCA input format:
```
! wB97M-V def2-TZVPD RIJCOSX def2/J DEFGRID3
* xyz 0 1
Pb 0.8607 -0.8023 -0.2345
F 1.1312 -5.6637 -0.1341
C 0.2507 -5.7650 -1.1259
F 0.9179 -6.0007 -2.2558
F -0.5573 -6.7934 -0.8822
S -0.7502 -4.2206 -1.3182
O 0.2286 -3.1540 -1.1491
O -1.3821 -4.3695 -2.5869
N -1.7945 -4.2404 -0.1617
S -1.3996 -3.8222 1.3106
O -0.6897 -4.8185 2.0562
O -0.9347 -2.4532 1.4025
C -3.0820 -3.7994 2.0481
F -3.6419 -5.0018 1.9982
F -3.8828 -2.9234 1.4454
F -2.9405 -3.4365 3.3275
C -2.9574 5.6051 -2.4236
C -3.7721 4.8446 -1.3859
C -5.1962 4.6417 -1.8759
C -6.0044 3.8226 -0.8884
C -5.3310 2.5026 -0.6567
C -6.0481 1.3707 -0.3531
C -5.3957 0.1611 -0.1216
F -6.1508 -0.9093 0.1695
C -4.0390 0.0464 -0.1775
C -3.2871 1.1907 -0.4843
C -1.8301 1.0856 -0.4859
O -1.3310 -0.0545 -0.3046
C -1.1190 2.2899 -0.6973
C -1.8205 3.4259 -1.0023
N -3.1524 3.5261 -1.0648
C -3.9263 2.4094 -0.7407
C 0.3748 2.4386 -0.5632
O 0.9290 3.3969 -1.0816
O 0.9283 1.5490 0.1891
H -3.5413 6.4603 -2.7636
H -2.7475 4.9708 -3.2863
H -2.0160 5.9928 -2.0410
H -3.8007 5.4175 -0.4532
H -5.1730 4.1461 -2.8512
H -5.6394 5.6271 -2.0217
H -7.0218 3.6642 -1.2455
H -6.0820 4.3665 0.0589
H -7.1283 1.4067 -0.2861
H -3.5345 -0.8905 0.0137
H -1.2444 4.3132 -1.2179
C 4.1404 2.8375 -3.4739
C 4.4133 1.6420 -2.8228
C 3.4015 0.7141 -2.6416
C 2.1078 0.9519 -3.1131
C 1.8546 2.1588 -3.7636
C 2.8630 3.0932 -3.9460
Si 0.7587 -0.3048 -2.8564
C 0.9985 -1.8345 -3.8776
C 0.0998 -2.1239 -4.9027
C 0.2651 -3.2516 -5.6963
C 1.3326 -4.1031 -5.4718
C 2.2393 -3.8295 -4.4544
C 2.0672 -2.7082 -3.6635
H 4.9237 3.5732 -3.6043
H 5.4095 1.4389 -2.4506
H 3.6361 -0.2164 -2.1309
H 0.8575 2.3778 -4.1285
H 2.6485 4.0283 -4.4469
H -0.5478 0.3073 -3.1957
H -0.7485 -1.4727 -5.0802
H -0.4487 -3.4693 -6.4800
H 1.4552 -4.9898 -6.0804
H 3.0672 -4.5013 -4.2684
H 2.7732 -2.5230 -2.8596
C -1.7644 0.3820 3.0256
Si -0.0586 1.0850 3.3428
C 0.0480 2.8960 2.8703
C 0.3690 0.9256 5.1667
Si 1.5861 -0.2215 2.3075
Si 1.6676 -2.3913 3.2447
C 2.9618 -2.3420 4.6137
C 2.1936 -3.6251 1.9491
C 0.0487 -2.8422 4.0648
Si 3.7389 0.6583 1.9115
C 3.8738 2.2886 1.0326
C 4.4554 0.9036 3.6343
C 4.7233 -0.6802 1.0291
H -2.5175 1.1627 3.1669
H -1.9776 -0.4303 3.7230
H -1.8679 -0.0259 2.0200
H -0.1514 3.5085 3.7540
H -0.6909 3.1431 2.1060
H 1.0250 3.1673 2.4711
H -0.3221 1.5479 5.7428
H 1.3831 1.2708 5.3820
H 0.2784 -0.0989 5.5274
H 3.9738 -2.2021 4.2306
H 2.9432 -3.2917 5.1571
H 2.7554 -1.5470 5.3339
H 3.1875 -3.3956 1.5580
H 1.4920 -3.6566 1.1161
H 2.2135 -4.6268 2.3859
H -0.0535 -2.3106 5.0126
H 0.0490 -3.9151 4.2732
H -0.8233 -2.6263 3.4473
H 3.3402 3.0737 1.5705
H 3.4791 2.2791 0.0210
H 4.9387 2.5472 1.0130
H 3.8996 1.6723 4.1770
H 5.4890 1.2504 3.5444
H 4.4551 -0.0002 4.2414
H 4.2078 -1.0871 0.1551
H 4.9265 -1.5161 1.7020
H 5.6804 -0.2776 0.6868
*
```

Computed properties:
HOMO level, eV: -8.2
Molecular weight, g mol⁻¹: 1178.56
Energy relative to the best compared isomer or geometry (same formula, charge and spin), kcal per mole: 0.0

Entry 2:
The following is a quantum chemistry calculation of an isolated molecule of H4N2 at a distorted geometry, from OMol25.

The geometry in ORCA input format:
```
! wB97M-V def2-TZVPD RIJCOSX def2/J DEFGRID3
* xyz 0 1
H 1.5885 0.0540 0.3747
H 0.4088 0.1712 -1.0059
H -0.8984 -0.7453 -0.5552
H -1.2628 0.3609 0.8086
N 0.5946 0.5857 -0.0456
N -0.4307 -0.4266 0.4234
*
```

Computed properties:
HOMO level, eV: -9.5
Molecular weight, g mol⁻¹: 32.05
SMILES string: NN
Energy relative to the best compared isomer or geometry (same formula, charge and spin), kcal per mole: 46.6

Entry 3:
The following is a quantum chemistry calculation of an isolated molecule of C4H7N3 at a distorted geometry, from OMol25.

The geometry in ORCA input format:
```
! wB97M-V def2-TZVPD RIJCOSX def2/J DEFGRID3
* xyz 0 1
C 2.3504 0.0524 0.2221
N 1.1775 0.0428 -0.6349
C -0.0754 0.1223 -0.1416
N -1.1887 0.9619 -1.2297
N -2.2295 0.3178 -0.7435
C -1.9849 -0.5904 0.2175
C -0.7563 -0.4042 0.9227
H 2.3145 -0.7880 0.9240
H 3.2597 -0.0289 -0.3824
H 2.3892 0.9858 0.7946
H 1.2027 0.6138 -1.4657
H -3.1898 0.6566 -0.8098
H -2.6717 -1.4083 0.3128
H -0.5977 -0.5336 2.0139
*
```

Computed properties:
HOMO level (alpha / beta), eV: -6.9 / -6.9
Molecular weight, g mol⁻¹: 97.12
SMILES string: CNc1cc[nH]n1
Energy relative to the best compared isomer or geometry (same formula, charge and spin), kcal per mole: 103.6

Entry 4:
The following is a quantum chemistry calculation of an isolated molecule of C9H10ClN3 at a distorted geometry, from OMol25.

The geometry in ORCA input format:
```
! wB97M-V def2-TZVPD RIJCOSX def2/J DEFGRID3
* xyz 0 1
C 0.1798 2.2924 -1.3394
C -0.7573 1.2907 -1.0850
C 0.4396 -0.6623 2.4778
C 1.0675 -1.2094 1.3264
C -1.6025 0.5215 1.3515
C -1.1103 0.6319 0.1574
C -1.0820 -0.3636 2.5938
C 0.5612 -1.4798 0.0380
C 1.5433 -1.5605 -1.0740
N 0.2731 2.4996 -2.6689
N -1.3244 0.9876 -2.3173
N -0.6886 1.7380 -3.1698
Cl -0.9407 -2.3359 -0.2365
H 0.9705 2.4499 -0.6285
H 0.9122 -0.2630 3.3461
H 2.2084 -1.2111 1.2700
H -2.4288 1.0339 1.8235
H -1.6594 -1.2979 2.6907
H -1.2349 0.1411 3.5977
H 1.8928 -2.6763 -1.0815
H 2.4144 -0.9126 -0.8136
H 1.2868 -1.3776 -2.0968
H -0.9209 1.7632 -4.1615
*
```

Computed properties:
HOMO level (alpha / beta), eV: -7.3 / -7.4
Molecular weight, g mol⁻¹: 195.65
Energy relative to the best compared isomer or geometry (same formula, charge and spin), kcal per mole: 94.2

energy relative to the best compared isomer or geometry (same formula, charge and spin) of number 1 (C37H49F7N2O7PbS2Si5)? 0.0 kcal per mole

Which of these has the highest energy relative to the best compared isomer or geometry (same formula, charge and spin)? C4H7N3